Below is C2H5INO as an isolated structure, with properties calculated with the ωB97M-V functional and the def2-TZVPD basis.

Geometry (Å):
C: -0.18885 -0.62080 -0.27621
C: -0.09013 0.80562 0.21865
N: 0.97667 1.42483 -0.00401
O: 1.36214 2.62568 0.04018
I: 3.60170 -0.27395 -0.19536
H: -1.14427 -1.04273 0.00066
H: -0.25960 -0.52894 -1.39253
H: 0.68599 -1.27534 0.09697
H: -1.59296 1.74592 0.15191
H: 1.87103 0.69218 -0.17966

## Properties
2S+1: 1
net charge: -1
HOMO energy: -4.070 eV
ΔE to the lowest compared entry with this formula, charge and spin: 147.54 kcal/mol
orbital gap: 7.72 eV

Results of the Löwdin charge analysis, in e, for atoms 1 through 4: -0.170 -0.231 -0.336 -0.187